1.
This record from the Open Molecules 2025 dataset describes a structure of composition C21H31F5OP2Pb. The level of theory is ωB97M-V/def2-TZVPD.

```
61
C21H31F5OP2Pb, DFT ωB97M-V/def2-TZVPD
P 3.689 3.416 -3.300
P 0.472 2.454 -5.454
C 3.254 3.374 -5.073
C 1.810 3.712 -5.525
H 3.618 2.425 -5.500
H 3.918 4.150 -5.512
H 1.483 4.675 -5.086
H 1.906 3.885 -6.610
C 0.941 1.309 -6.765
H 0.247 0.459 -6.755
H 1.977 0.972 -6.624
H 0.847 1.852 -7.714
C -0.984 3.370 -5.941
H -0.990 3.408 -7.037
H -0.960 4.393 -5.538
H -1.891 2.864 -5.597
C 5.451 3.053 -3.266
H 5.728 2.765 -2.242
H 6.004 3.957 -3.568
H 5.669 2.242 -3.976
C 3.449 5.140 -2.807
H 2.480 5.540 -3.134
H 4.246 5.761 -3.233
H 3.516 5.204 -1.716
Pb 0.582 -1.469 0.079
C -0.748 2.008 -3.262
C 0.263 1.326 -4.063
C 1.722 0.840 -3.684
C 2.252 1.027 -2.281
C 2.906 2.458 -1.984
C 1.775 3.180 -1.375
C 0.776 3.677 -2.278
C -0.515 2.804 -2.088
C 0.776 -0.615 2.100
H -1.775 1.803 -3.556
H -0.235 0.435 -4.516
H 2.459 1.266 -4.402
H 1.747 -0.233 -3.936
H 1.450 0.795 -1.554
H 3.023 0.275 -2.111
H 3.710 2.274 -1.233
H 1.540 3.101 -0.319
H 1.177 3.495 -3.290
H 0.536 4.756 -2.223
H -0.392 2.165 -1.188
H -1.354 3.492 -1.909
H -0.229 -0.454 2.513
H 1.352 0.324 2.067
H 1.313 -1.373 2.692
F -4.915 -4.699 2.885
C -4.067 -3.845 2.285
C -4.569 -2.675 1.704
F -5.887 -2.384 1.776
C -3.708 -1.813 1.060
F -4.149 -0.674 0.488
C -2.333 -2.109 0.957
O -1.598 -1.254 0.290
C -1.850 -3.276 1.582
F -0.495 -3.571 1.520
C -2.697 -4.143 2.235
F -2.229 -5.260 2.836
```

Calculated values
Electronic energy, eV: -61719.1669
Relative energy (zero: lowest compared OMol25 entry of this formula, charge and spin), kJ/mol: 24.1
LUMO energy (spin up / spin down), eV: -6.1 / -6.4
Highest occupied orbital energy (spin up / spin down), eV: -11.69 / -11.69
Kohn-Sham gap (spin up / spin down), eV: 5.602 / 5.330
Net charge: +2

2.
This record from the Open Molecules 2025 dataset describes a structure of composition C21H31IrN3O2SSe2. The level of theory is ωB97M-V/def2-TZVPD.

```
61
C21H31IrN3O2SSe2, DFT ωB97M-V/def2-TZVPD
Ir -0.097 0.747 0.506
O 1.160 2.267 3.842
C 2.128 3.219 3.458
C 2.358 3.325 1.959
C 3.472 4.403 1.879
O 3.752 4.886 0.575
C 1.177 3.860 1.138
Se -0.598 3.029 1.257
C 2.955 2.068 1.308
Se 2.098 0.312 1.478
H 1.176 2.221 4.804
H 3.100 2.971 3.911
H 1.845 4.220 3.810
H 4.386 4.003 2.335
H 3.168 5.279 2.453
H 4.034 4.145 0.028
H 1.455 3.843 0.088
H 1.005 4.908 1.398
H 3.966 1.903 1.693
H 3.033 2.249 0.232
C -3.789 1.494 -0.557
C -3.786 -0.010 -0.272
C -2.797 -0.747 -1.174
C -3.701 -0.306 1.220
C -4.915 -0.387 1.892
C -4.988 -0.721 3.233
C -3.825 -1.061 3.899
C -2.583 -1.001 3.278
C -1.397 -1.431 4.120
C -0.255 -2.142 3.398
C -0.870 -0.240 4.920
C -2.519 -0.511 1.960
N -1.289 -0.172 1.416
H -3.868 1.683 -1.629
H -2.871 1.966 -0.207
H -4.627 1.984 -0.059
H -4.772 -0.394 -0.551
H -1.801 -0.300 -1.172
H -3.158 -0.705 -2.204
H -2.694 -1.796 -0.890
H -5.824 -0.196 1.334
H -5.944 -0.761 3.738
H -3.871 -1.403 4.927
H -1.814 -2.164 4.818
H 0.371 -1.443 2.854
H -0.625 -2.897 2.700
H 0.370 -2.644 4.140
H -0.513 0.522 4.227
H -0.038 -0.543 5.562
H -1.651 0.197 5.546
S 0.882 1.609 -1.457
C 2.095 0.487 -1.908
N 1.939 -0.828 -1.610
C 2.782 -1.795 -1.976
C 3.897 -1.453 -2.693
C 4.051 -0.085 -2.945
N 3.201 0.856 -2.586
H 1.143 -1.021 -0.996
H 2.536 -2.802 -1.673
H 4.608 -2.192 -3.023
H 4.938 0.263 -3.465
```

Calculated values
Electronic energy, eV: -175210.1292
Relative energy (zero: lowest compared OMol25 entry of this formula, charge and spin), kJ/mol: 6.2
LUMO energy (spin up / spin down), eV: -0.9 / -1.0
Highest occupied orbital energy (spin up / spin down), eV: -6.82 / -6.68
Kohn-Sham gap (spin up / spin down), eV: 5.928 / 5.626
Net charge: 0
Spin multiplicity: 2